Density functional theory data (wB97M-V/def2-TZVPD) for C3H3N3O as an isolated structure.

Element x y z (Å)
N (2.31657, -0.60338, 0.72609)
C (1.22032, -0.71983, 0.23293)
N (-1.33627, 2.11595, -0.17293)
N (-1.25779, 1.36265, -1.06377)
O (-0.71439, 0.96271, 1.04605)
C (-1.00605, 0.09364, 0.04246)
C (-0.01612, -0.92984, -0.21809)
H (3.07502, -0.16782, 0.21024)
H (-2.03819, -0.26290, -0.06022)
H (-0.24310, -1.85117, -0.74275)

Values from the calculation:
- orbital gap (spin up / spin down) (eV) = 8.78 / 8.79
- energy above the lowest of the compared OMol25 structures with the same formula, charge and spin (kcal per mole) = 122.5

***

Density functional theory data (wB97M-V/def2-TZVPD) for one molecule with the formula C4H5NO.

Element x y z (Å)
C (0.72857, 1.23578, -0.70114)
C (-0.40726, 0.27828, -0.17715)
C (0.11648, -1.11199, 0.23161)
C (-0.85150, -1.73401, 1.17594)
H (-0.04514, 2.00492, -1.12399)
H (1.28458, 1.86123, 0.29919)
H (1.63262, 0.67344, -1.34062)
H (-1.12441, 0.66652, 0.60663)
H (-1.15783, 0.13225, -0.97365)
N (-1.40652, -2.46131, 1.90950)
O (1.23042, -1.54512, 0.09368)

Values from the calculation:
- SMILES = CCC(=O)C#N
- orbital gap (eV) = 10.68
- energy above the lowest of the compared OMol25 structures with the same formula, charge and spin (kcal per mole) = 57.2

***

Density functional theory data (wB97M-V/def2-TZVPD) for an isolated ion of composition C2H6NO3S and charge -1.

Element x y z (Å)
C (-0.45721, 1.50918, 0.21023)
C (-0.71624, -0.94530, 0.32019)
N (-0.00335, 0.18639, -0.09019)
O (2.01855, -1.36624, -0.06162)
O (2.20297, 0.79337, -1.16732)
O (-1.12535, -1.73522, -0.80082)
S (1.81874, 0.09367, 0.14844)
H (-1.31342, 1.80885, -0.54139)
H (-0.79571, 1.37028, 1.24950)
H (0.36730, 2.11084, 0.20604)
H (-1.59190, -0.74291, 0.96047)
H (-0.03528, -1.57652, 0.97301)
H (-0.36909, -1.50637, -1.40655)

Values from the calculation:
- orbital gap (eV) = 7.90
- net charge = -1
- energy above the lowest of the compared OMol25 structures with the same formula, charge and spin (kcal per mole) = 42.2

***

Density functional theory data (wB97M-V/def2-TZVPD) for C52H44AuN2OP2S2 as an isolated structure.

Element x y z (Å)
Au (0.25461, -0.32170, 1.59538)
O (-1.65239, 1.19150, 0.49648)
S (-0.73899, 1.33050, -0.65972)
C (-0.03269, 2.96600, -0.68942)
C (-0.70539, 4.16750, -0.56152)
C (-0.11559, 5.37970, -0.93812)
C (1.15031, 5.35720, -1.49432)
C (2.01001, 6.41610, -2.09002)
C (3.30551, 5.69980, -2.52732)
C (3.12431, 4.28060, -2.11512)
C (3.92481, 3.15550, -2.19312)
C (3.46951, 1.96390, -1.62362)
C (2.20661, 1.81300, -1.04772)
P (1.92421, 0.26240, -0.08852)
C (2.25891, -1.02760, -1.31472)
C (2.88121, -2.21610, -0.93232)
C (3.20941, -3.15610, -1.89392)
C (2.88861, -2.93840, -3.22542)
C (2.21021, -1.78710, -3.59652)
C (1.88971, -0.83310, -2.64682)
C (3.33171, 0.36590, 1.05628)
C (4.61391, -0.13780, 0.86598)
C (5.55881, 0.02180, 1.86718)
C (5.23831, 0.68300, 3.04298)
C (3.96651, 1.20700, 3.22598)
C (3.01931, 1.05030, 2.23578)
C (1.32441, 2.92190, -1.07152)
C (1.84991, 4.13740, -1.54022)
C (-1.79529, 1.34270, -2.09562)
C (-1.97199, 2.41740, -2.94022)
C (-2.73819, 2.33180, -4.10382)
C (-3.30449, 1.11830, -4.42382)
C (-4.12589, 0.69240, -5.58622)
C (-4.43599, -0.79670, -5.33612)
C (-3.79029, -1.11560, -4.03222)
C (-3.73829, -2.26630, -3.27352)
C (-3.01109, -2.24860, -2.08262)
C (-2.30519, -1.13380, -1.62472)
P (-1.42849, -1.47380, -0.03772)
C (-0.46019, -2.98580, -0.29422)
C (0.05151, -3.61410, 0.84578)
C (0.72741, -4.81380, 0.73598)
C (0.93031, -5.38040, -0.51572)
C (0.47511, -4.72940, -1.65212)
C (-0.20579, -3.52820, -1.55072)
C (-2.78929, -1.92140, 1.06938)
C (-3.07799, -3.25310, 1.37388)
C (-4.16649, -3.54070, 2.17548)
C (-4.95439, -2.52420, 2.69398)
C (-4.66159, -1.20280, 2.39368)
C (-3.58469, -0.89710, 1.58408)
C (-2.37079, 0.07650, -2.36352)
C (-3.12619, 0.02710, -3.55212)
H (-1.72109, 4.15960, -0.19972)
H (-0.66999, 6.29890, -0.84132)
H (2.21291, 7.20660, -1.36562)
H (1.50941, 6.90930, -2.92472)
H (4.18521, 6.13350, -2.04802)
H (3.47811, 5.78530, -3.60352)
H (4.90041, 3.18620, -2.65482)
H (4.13311, 1.10920, -1.63672)
H (3.12521, -2.39040, 0.10708)
H (3.72811, -4.05720, -1.60772)
H (3.17531, -3.66200, -3.97242)
H (1.95561, -1.62710, -4.63302)
H (1.38621, 0.07970, -2.94012)
H (4.87241, -0.64690, -0.05192)
H (6.55381, -0.36960, 1.72608)
H (5.98111, 0.80060, 3.81468)
H (3.72191, 1.73590, 4.13418)
H (2.02421, 1.47540, 2.35218)
H (-1.53719, 3.37120, -2.68952)
H (-2.87859, 3.20000, -4.72622)
H (-3.58269, 0.84480, -6.52142)
H (-5.03769, 1.28920, -5.66392)
H (-4.01829, -1.43140, -6.12192)
H (-5.51049, -0.99380, -5.32152)
H (-4.23959, -3.17310, -3.57502)
H (-2.98569, -3.15670, -1.49212)
H (-0.11439, -3.16600, 1.81928)
H (1.08351, -5.31890, 1.62038)
H (1.43211, -6.33120, -0.59962)
H (0.63851, -5.16950, -2.62302)
H (-0.55399, -3.02550, -2.44102)
H (-2.47769, -4.05640, 0.97288)
H (-4.40939, -4.56930, 2.38828)
H (-5.79919, -2.76290, 3.32108)
H (-5.27359, -0.41160, 2.79478)
H (-3.34019, 0.12940, 1.35868)
C (-2.57039, 0.21670, 6.40108)
N (-1.15669, 0.04880, 6.21728)
C (-0.23999, 0.01860, 7.35088)
C (1.14141, -0.13510, 6.69018)
N (0.81591, -0.08190, 5.27268)
C (-0.50339, -0.06450, 5.07008)
S (-1.27859, -0.21290, 3.56018)
H (-2.88309, -0.32330, 7.29448)
H (-3.10039, -0.16140, 5.52688)
H (-2.81089, 1.27430, 6.54198)
H (-0.48789, -0.82680, 8.00028)
H (-0.32279, 0.93570, 7.94268)
H (1.61911, -1.08830, 6.93448)
H (1.82161, 0.67540, 6.95028)
H (1.50131, -0.20410, 4.54838)

Values from the calculation:
- orbital gap (eV) = 3.79
- net charge = +3
- energy above the lowest of the compared OMol25 structures with the same formula, charge and spin (kcal per mole) = 52.2

***

Density functional theory data (wB97M-V/def2-TZVPD) for one molecule with the formula C7H12N2S.

Element x y z (Å)
C (-2.58226, 0.74427, 0.37768)
C (-0.16372, 1.14370, -0.42986)
C (3.41395, 1.30690, -0.61616)
C (-1.29456, 0.37189, 0.17974)
C (-1.71151, -2.20539, 0.48439)
C (2.02458, 1.46205, -1.29375)
C (-0.78440, -1.04381, 0.43901)
N (3.90301, 2.41203, -0.29613)
N (0.99073, 0.67275, -0.68025)
S (-0.25967, -1.01350, 2.26604)
H (-3.32631, 0.03193, 0.56581)
H (-2.86186, 1.79349, 0.35123)
H (-0.30923, 2.12664, -0.77821)
H (3.82885, 0.25873, -0.35953)
H (-2.52398, -2.20344, 1.16097)
H (-1.25398, -3.11212, 0.62787)
H (-2.24955, -2.18777, -0.51659)
H (2.11138, 0.99032, -2.27750)
H (1.62372, 2.55071, -1.18508)
H (0.12764, -1.37841, -0.04668)
H (4.81827, 2.24538, 0.08298)
H (0.59078, -2.04009, 2.11134)

Values from the calculation:
- SMILES = [H]/N=C/C/N=C/C(=C)[C@H](C)S
- orbital gap (eV) = 9.08
- energy above the lowest of the compared OMol25 structures with the same formula, charge and spin (kcal per mole) = 73.2